Entry 1:
C3H5N3O3 | ωB97M-V with the def2-TZVPD basis set

Its LUMO energy (spin up / spin down) is -0.8 / -1.1 eV. The energy above the lowest of the compared OMol25 structures with the same formula, charge and spin is 769.80 kJ/mol. The value obtained for the frontier orbital gap (spin up / spin down) is 8.22 / 8.74 eV. As for the calculated total energy: -507.05465 hartree.

The geometry in ORCA input format:
```
! wB97M-V def2-TZVPD RIJCOSX def2/J DEFGRID3
* xyz 0 1
C 0.949 0.662 0.244
C 0.648 -0.887 -0.086
C -1.478 -0.801 0.805
N 0.119 1.230 0.920
N 2.116 1.072 -0.212
N -1.932 0.080 -0.205
O -2.987 0.710 0.041
O -1.467 0.103 -1.323
O -0.310 -1.468 0.784
H 0.230 -0.911 -1.046
H 1.660 -1.359 -0.034
H -2.309 -1.078 1.336
H 2.611 0.512 -0.839
H 2.152 2.136 -0.386
*
```

---

Entry 2:
C3H5N3O3S | ωB97M-V with the def2-TZVPD basis set

As for the SMILES: NS(=O)(=O)c1[nH]ncc1O. Its LUMO energy is 0.3 eV. The energy above the lowest of the compared OMol25 structures with the same formula, charge and spin is 139.14 kJ/mol. The value obtained for the frontier orbital gap is 9.61 eV. As for the calculated total energy: -905.42624 hartree.

The geometry in ORCA input format:
```
! wB97M-V def2-TZVPD RIJCOSX def2/J DEFGRID3
* xyz 0 1
N 1.675 1.461 -0.382
S 1.823 -0.070 -0.011
O 2.345 -0.078 1.356
O 2.500 -0.955 -0.935
C 0.085 -0.484 0.016
N -0.325 -1.775 0.239
N -1.613 -1.880 0.297
C -2.096 -0.635 0.165
C -1.138 0.304 0.021
O -1.200 1.609 -0.073
H 0.896 1.629 -1.049
H 2.117 2.162 0.153
H 0.213 -2.612 0.050
H -3.167 -0.409 0.394
H -2.114 1.733 -0.242
*
```

---

Entry 3:
C3H5N3OS | ωB97M-V with the def2-TZVPD basis set

As for the SMILES: N/C(C=O)=N/C=N\S. Its LUMO energy is -0.3 eV. The energy above the lowest of the compared OMol25 structures with the same formula, charge and spin is 227.73 kJ/mol. The value obtained for the frontier orbital gap is 8.62 eV. As for the calculated total energy: -754.95232 hartree.

The geometry in ORCA input format:
```
! wB97M-V def2-TZVPD RIJCOSX def2/J DEFGRID3
* xyz 0 1
N -1.609 1.130 -0.999
C -0.760 0.233 -0.600
C 0.465 0.049 -1.460
O 0.604 0.716 -2.417
N -0.924 -0.466 0.485
C 0.032 -1.440 0.925
N 1.066 -1.273 1.668
S 1.366 0.477 1.863
H -1.232 2.035 -1.520
H -2.252 1.470 -0.312
H 1.148 -0.757 -1.074
H -0.231 -2.416 0.655
H 2.328 0.242 2.785
*
```

---

Entry 4:
C3H5N3OS | ωB97M-V with the def2-TZVPD basis set

As for the SMILES: [H]/N=C(/N)C(=S)C(N)=O. Its LUMO energy is -1.4 eV. The energy above the lowest of the compared OMol25 structures with the same formula, charge and spin is 344.70 kJ/mol. The value obtained for the frontier orbital gap is 7.81 eV. As for the calculated total energy: -754.90776 hartree.

The geometry in ORCA input format:
```
! wB97M-V def2-TZVPD RIJCOSX def2/J DEFGRID3
* xyz 0 1
H -1.192 -2.221 -0.637
N -1.850 -1.538 -0.306
C -1.341 -0.367 -0.028
N -2.230 0.560 0.928
C 0.059 0.228 -0.138
S 0.328 1.777 -0.442
C 1.260 -0.664 0.008
N 2.318 -0.181 0.688
O 1.008 -1.778 -0.379
H -2.914 -0.231 0.513
H -2.407 1.426 0.084
H 3.104 -0.959 0.912
H 2.555 0.720 1.020
*
```

---

Entry 5:
C3H5N3S | ωB97M-V with the def2-TZVPD basis set

As for the SMILES: Cc1n[nH]c(S)n1. Its LUMO energy is 0.7 eV. The energy above the lowest of the compared OMol25 structures with the same formula, charge and spin is 110.57 kJ/mol. The value obtained for the frontier orbital gap is 9.37 eV. As for the calculated total energy: -679.74310 hartree.

The geometry in ORCA input format:
```
! wB97M-V def2-TZVPD RIJCOSX def2/J DEFGRID3
* xyz 0 1
C -1.989 -0.633 -0.072
C -0.595 -0.090 -0.152
N -0.442 1.276 -0.096
N 0.930 1.442 0.034
C 1.518 0.222 -0.035
S 3.131 -0.216 -0.099
N 0.575 -0.786 -0.073
H -2.613 -0.297 -0.846
H -2.141 -1.694 0.157
H -2.427 -0.112 0.869
H 1.213 2.386 -0.078
H 2.840 -1.497 0.391
*
```

---

Entry 6:
C3H5N3S | ωB97M-V with the def2-TZVPD basis set

As for the SMILES: [H]/N=c1\[nH]ccn1S. Its LUMO energy is 0.8 eV. The energy above the lowest of the compared OMol25 structures with the same formula, charge and spin is 199.42 kJ/mol. The value obtained for the frontier orbital gap is 8.09 eV. As for the calculated total energy: -679.70926 hartree.

The geometry in ORCA input format:
```
! wB97M-V def2-TZVPD RIJCOSX def2/J DEFGRID3
* xyz 0 1
H 0.212 2.746 0.061
N -0.472 1.939 -0.065
C -0.026 0.769 -0.107
N 1.257 0.267 -0.080
C 1.287 -1.059 -0.170
C 0.000 -1.598 0.057
N -0.855 -0.408 0.095
S -2.614 -0.357 -0.135
H 1.975 0.936 0.044
H 2.239 -1.536 -0.155
H -0.283 -2.622 0.043
H -2.721 0.924 0.412
*
```